{
  "formula": "C30H29N2O3",
  "method": "the ωB97M-V functional and the def2-TZVPD basis",
  "relative_energy_kcal_mol": 31.5,
  "charge": 1,
  "spin_multiplicity": 1,
  "elements": ["C", "C", "C", "C", "C", "N", "N", "O", "C", "C", "H", "H", "H", "H", "H", "H", "H", "H", "C", "O", "C", "C", "C", "C", "C", "C", "C", "C", "C", "C", "C", "C", "C", "C", "C", "C", "C", "O", "C", "C", "C", "C", "C", "H", "H", "H", "H", "H", "H", "H", "H", "H", "H", "H", "H", "H", "H", "H", "H", "H", "H", "H", "H", "H"],
  "xyz": [[6.132, 4.960, 1.323], [6.916, 3.843, 1.025], [6.319, 2.597, 0.833], [4.926, 2.456, 0.883], [4.263, 1.135, 0.612], [3.078, 1.167, -0.078], [2.282, 0.014, 0.001], [4.747, 0.061, 0.956], [4.155, 3.549, 1.292], [4.749, 4.808, 1.479], [6.590, 5.941, 1.423], [7.990, 3.947, 0.920], [6.917, 1.718, 0.618], [2.564, 2.022, -0.176], [1.796, -0.145, -0.868], [2.894, -0.762, 0.265], [3.080, 3.411, 1.467], [4.123, 5.671, 1.722], [-4.482, -7.256, -0.782], [-4.871, -6.060, -1.508], [-4.251, -4.896, -1.167], [-4.441, -3.767, -2.007], [-3.709, -2.612, -1.793], [-2.842, -2.469, -0.687], [-2.056, -1.260, -0.476], [-1.613, -0.514, -1.568], [-0.877, 0.656, -1.493], [-0.560, 1.481, -2.622], [0.009, 2.768, -2.407], [0.373, 3.575, -3.471], [0.173, 3.138, -4.792], [-0.446, 1.904, -5.023], [-0.817, 1.087, -3.960], [-1.773, -0.866, 0.906], [-2.796, -1.012, 1.882], [-2.668, -0.527, 3.167], [-1.443, 0.049, 3.580], [-1.337, 0.486, 4.866], [-0.018, 0.919, 5.283], [-0.384, 0.138, 2.644], [-0.552, -0.326, 1.346], [-2.732, -3.577, 0.189], [-3.381, -4.781, -0.052], [-5.143, -8.040, -1.158], [-3.433, -7.509, -0.986], [-4.625, -7.128, 0.299], [-5.126, -3.829, -2.853], [-3.834, -1.760, -2.454], [-1.924, -0.879, -2.542], [-0.629, 1.077, -0.519], [0.132, 3.100, -1.374], [0.806, 4.556, -3.280], [0.433, 3.790, -5.625], [-0.643, 1.581, -6.044], [-1.291, 0.130, -4.152], [-3.734, -1.474, 1.577], [-3.511, -0.587, 3.849], [-0.113, 1.192, 6.335], [0.707, 0.101, 5.173], [0.318, 1.790, 4.706], [0.569, 0.601, 2.920], [0.313, -0.241, 0.688], [-2.103, -3.507, 1.075], [-3.195, -5.630, 0.612]],
  "mulliken_charge": [-0.3787, -0.5030, -0.3481, 0.6136, 0.2305, -0.3061, -0.3702, -0.6740, -0.3439, -0.6150, 0.3824, 0.3752, 0.4244, 0.1962, 0.2232, 0.2490, 0.4117, 0.3682, -0.7804, -0.4250, 0.9975, -0.8610, -0.4242, -0.2080, 0.2569, -0.4691, -0.1340, 0.4292, -0.3002, -0.7199, -0.3805, -0.7088, -0.3920, -0.0548, -0.1639, -1.0028, 0.8971, -0.4522, -0.7890, -0.8319, -0.6747, -0.3627, -0.6737, 0.2505, 0.3618, 0.3086, 0.4242, 0.4872, 0.3812, 0.6880, 0.4297, 0.3829, 0.3925, 0.3885, 0.3614, 0.5680, 0.4460, 0.2537, 0.3634, 0.3170, 0.4627, 1.2524, 0.4777, 0.2954]
}

{
  "formula": "C9H7NO4P",
  "method": "the ωB97M-V functional and the def2-TZVPD basis",
  "relative_energy_kcal_mol": 0.0,
  "charge": -1,
  "spin_multiplicity": 1,
  "elements": ["C", "C", "C", "C", "C", "C", "C", "C", "C", "N", "O", "O", "O", "O", "P", "H", "H", "H", "H", "H", "H", "H"],
  "xyz": [[-3.153, 1.040, -0.356], [-3.258, -0.219, -0.907], [-1.923, 1.424, 0.280], [-2.173, -1.130, -0.808], [-0.892, 0.567, 0.245], [-0.929, -0.703, -0.364], [0.429, 0.700, 0.954], [0.347, -1.426, -0.111], [2.403, -0.620, 0.827], [1.055, -0.556, 0.672], [2.201, 1.401, -0.935], [0.779, 1.604, 1.693], [0.691, -2.546, -0.401], [3.838, -0.559, -1.497], [3.207, 0.404, -0.506], [-3.918, 1.839, -0.450], [-4.306, -0.470, -1.152], [-1.705, 2.383, 0.933], [-2.357, -2.109, -1.321], [2.509, -0.129, 2.213], [2.792, -1.692, 0.760], [4.361, 0.796, 0.232]],
  "mulliken_charge": [-0.3743, -0.5023, -0.1271, -0.4774, 0.5887, 0.1282, 0.1307, 0.4185, -0.7786, 0.2827, -0.6501, -0.5992, -0.6434, -0.7492, 0.6217, 0.3294, 0.3129, 0.2429, 0.3232, 0.2489, 0.3089, -0.0349]
}

{
  "formula": "C4H9I2N2",
  "method": "the ωB97M-V functional and the def2-TZVPD basis",
  "smiles": "C[C@H]1N[C@@H](I)[C@H](I)[NH2+]1",
  "relative_energy_kcal_mol": 39.3,
  "charge": 1,
  "spin_multiplicity": 1,
  "elements": ["C", "C", "N", "C", "I", "C", "I", "N", "H", "H", "H", "H", "H", "H", "H", "H", "H"],
  "xyz": [[1.519, -0.131, 0.576], [-0.027, 0.179, 0.734], [-0.394, 1.472, 0.287], [-1.146, 1.195, -1.298], [0.074, 0.879, -3.033], [-1.884, -0.069, -0.854], [-3.528, 0.153, 0.480], [-0.862, -0.844, -0.096], [1.980, 0.842, 0.887], [1.589, -0.293, -0.467], [1.696, -0.941, 1.351], [-0.087, 0.198, 1.846], [0.314, 2.168, 0.081], [-1.857, 2.016, -1.544], [-2.115, -0.461, -1.822], [-1.304, -1.406, 0.548], [-0.086, -1.322, -0.520]],
  "mulliken_charge": [-1.1532, -0.1025, -0.3783, -0.6422, 0.2151, -0.5166, 0.2410, -0.1198, 0.3263, 0.4150, 0.3435, 0.2838, 0.3042, 0.5698, 0.5269, 0.2798, 0.4073]
}

{
  "formula": "C4H7NO",
  "method": "the ωB97M-V functional and the def2-TZVPD basis",
  "smiles": "CCOCC#N",
  "relative_energy_kcal_mol": 52.9,
  "charge": 0,
  "spin_multiplicity": 1,
  "elements": ["C", "C", "O", "C", "C", "N", "H", "H", "H", "H", "H", "H", "H"],
  "xyz": [[1.792, 0.574, -0.714], [0.647, 0.085, 0.260], [-0.337, -0.448, -0.628], [-1.456, -0.983, 0.008], [-2.054, 0.119, 0.698], [-2.603, 1.054, 1.117], [1.372, 1.249, -1.432], [2.530, 1.222, -0.076], [2.210, -0.281, -1.258], [0.114, 0.931, 0.800], [1.063, -0.468, 1.070], [-1.106, -1.702, 0.858], [-2.173, -1.351, -0.702]],
  "mulliken_charge": [-1.0660, -0.4011, -0.3138, -0.2117, 0.3010, -0.4314, 0.3114, 0.3180, 0.2916, 0.3163, 0.3578, 0.2467, 0.2813]
}

{
  "formula": "C22H48Cl10N4O4",
  "method": "the ωB97M-V functional and the def2-TZVPD basis",
  "smiles": "CNC(C)=O.CNC(C)=O.CNC(C)=O.CNC(C)=O.ClCCCl.ClCCCl.ClCCCl.ClCCCl.ClCCCl",
  "charge": 0,
  "spin_multiplicity": 1,
  "elements": ["C", "N", "C", "C", "O", "H", "H", "H", "H", "H", "H", "H", "C", "N", "C", "C", "O", "H", "H", "H", "H", "H", "H", "H", "C", "N", "C", "C", "O", "H", "H", "H", "H", "H", "H", "H", "C", "N", "C", "C", "O", "H", "H", "H", "H", "H", "H", "H", "Cl", "C", "C", "Cl", "H", "H", "H", "H", "Cl", "C", "C", "Cl", "H", "H", "H", "H", "Cl", "C", "C", "Cl", "H", "H", "H", "H", "Cl", "C", "C", "Cl", "H", "H", "H", "H", "Cl", "C", "C", "Cl", "H", "H", "H", "H"],
  "xyz": [[-27.074, -6.157, -13.940], [-26.771, -4.760, -14.164], [-26.877, -4.210, -15.385], [-26.458, -2.760, -15.492], [-27.234, -4.816, -16.384], [-28.028, -6.390, -14.406], [-27.189, -6.350, -12.871], [-26.297, -6.857, -14.246], [-26.542, -4.158, -13.396], [-27.326, -2.189, -15.834], [-25.649, -2.558, -16.187], [-26.199, -2.258, -14.554], [-23.239, -2.845, -19.198], [-21.901, -2.661, -18.670], [-21.419, -2.956, -17.445], [-22.348, -3.370, -16.331], [-20.207, -2.872, -17.244], [-23.301, -3.416, -20.119], [-23.719, -1.870, -19.301], [-23.739, -3.425, -18.421], [-21.147, -2.299, -19.237], [-23.147, -2.626, -16.312], [-21.694, -3.525, -15.484], [-22.853, -4.295, -16.625], [-20.294, 1.674, -19.670], [-19.625, 0.720, -18.809], [-18.346, 0.842, -18.405], [-17.873, -0.334, -17.548], [-17.612, 1.784, -18.660], [-20.504, 1.273, -20.664], [-19.741, 2.592, -19.836], [-21.246, 1.930, -19.201], [-20.110, -0.129, -18.577], [-17.011, -0.087, -16.931], [-17.542, -1.173, -18.162], [-18.660, -0.686, -16.878], [-24.533, 1.641, -18.144], [-25.828, 1.267, -17.568], [-26.575, 2.030, -16.739], [-25.973, 3.292, -16.175], [-27.731, 1.725, -16.474], [-23.836, 2.030, -17.411], [-24.671, 2.424, -18.901], [-24.225, 0.774, -18.726], [-26.288, 0.507, -18.048], [-25.605, 3.050, -15.175], [-26.736, 4.042, -15.956], [-25.279, 3.836, -16.814], [-25.837, -4.004, -21.086], [-25.081, -3.942, -22.713], [-25.427, -5.033, -23.678], [-25.157, -6.674, -23.060], [-24.015, -3.769, -22.587], [-25.468, -3.003, -23.119], [-24.815, -4.872, -24.567], [-26.461, -4.983, -24.013], [-15.095, -3.563, -17.401], [-16.028, -4.566, -18.556], [-17.095, -3.772, -19.295], [-17.555, -4.700, -20.740], [-16.463, -5.380, -17.980], [-15.384, -4.991, -19.320], [-16.643, -2.879, -19.730], [-17.978, -3.426, -18.760], [-26.627, -1.627, -18.823], [-28.235, -0.877, -19.056], [-28.322, -0.036, -20.305], [-28.329, -1.083, -21.785], [-28.292, -0.186, -18.213], [-29.061, -1.581, -19.087], [-27.482, 0.640, -20.465], [-29.205, 0.588, -20.417], [-20.042, -3.556, -12.902], [-18.356, -3.349, -13.493], [-17.955, -4.324, -14.552], [-17.782, -5.989, -13.957], [-17.761, -3.387, -12.584], [-18.398, -2.317, -13.833], [-16.996, -4.109, -15.017], [-18.712, -4.423, -15.328], [-20.014, -2.556, -21.253], [-20.360, -2.162, -22.984], [-20.259, -3.430, -23.798], [-21.474, -4.644, -23.448], [-19.742, -1.336, -23.322], [-21.389, -1.805, -22.955], [-19.295, -3.918, -23.666], [-20.317, -3.163, -24.856]],
  "mulliken_charge": [-0.8897, -0.1859, 0.5207, -0.2515, -0.6525, 0.2875, 0.3495, 0.2667, 0.2617, 0.1613, -0.2120, 0.3683, -0.4893, 0.4075, 0.8972, -1.1840, -0.5106, 0.0091, 0.1859, 0.2706, -0.3733, 0.2716, 0.0593, 0.4271, -0.8488, -0.0826, 0.7451, -0.5306, -0.6668, 0.2479, 0.3620, 0.1960, 0.1459, 0.3510, -0.1259, 0.2006, -0.9975, 0.2172, 0.8170, -1.1989, -0.6287, 0.4270, 0.3702, 0.1085, -0.1089, 0.2755, 0.3428, 0.3532, -0.1220, 0.0900, -0.4506, -0.1953, -0.2631, 0.2662, 0.3130, 0.3739, -0.2172, -0.5475, 0.1640, -0.2159, 0.3212, 0.4040, 0.2950, -0.1700, 0.0178, -0.7480, -0.4234, -0.1926, 0.2624, 0.4438, 0.1983, 0.4407, -0.2145, -0.3994, 0.1325, -0.1996, 0.4010, 0.2163, 0.1047, -0.0560, -0.0586, -0.6814, -0.4654, -0.1352, 0.4149, 0.2814, 0.3095, 0.3386]
}

E_HOMO
In order: -0.405; -0.179; -0.490; -0.394; -0.351
Unit: hartree
Orbital gap
In order: 0.21714; 0.27590; 0.34626; 0.42579; 0.35467
Unit: Eh